Record 1
Below is C44H45CsN6O3Si as an isolated structure at a distorted geometry, with properties calculated with the ωB97M-V functional and the def2-TZVPD basis.

ORCA input file:
```
! RIJCOSX wB97M-V def2-TZVPD def2/J DEFGRID3
* xyz 0 1
Cs 13.65116 13.64179 10.66586
C 8.81218 10.15938 10.29926
O 8.49313 11.54380 10.62584
C 9.67455 12.25425 10.54647
N 10.74707 11.60230 10.16478
C 10.35266 10.20818 10.15438
C 11.05843 9.43177 9.12654
C 10.87734 9.68120 7.75130
C 11.58116 8.97643 6.79133
C 12.68753 8.15122 7.19220
C 12.97464 8.02508 8.55482
C 12.06243 8.58962 9.55018
C 9.44546 13.68764 10.77860
C 8.13593 14.10184 11.15048
C 7.88616 15.46816 11.14950
C 8.93039 16.36141 10.91475
C 10.22615 15.83057 10.69547
N 10.45600 14.52554 10.63098
C 11.32399 16.81145 10.61866
N 12.60865 16.69914 10.54614
C 13.19138 18.02128 10.19955
C 11.99830 18.96502 9.99834
O 10.81844 18.05644 10.30990
C 14.01740 18.07072 8.95008
C 14.26287 16.92249 8.16332
C 15.23164 16.95114 7.17973
C 15.92499 18.10580 6.88757
C 15.75528 19.26110 7.66683
C 14.84515 19.19414 8.73720
H 8.26581 9.91428 9.32962
H 8.45786 9.55606 11.10117
H 10.76314 9.70120 11.06472
H 10.23971 10.49752 7.46877
H 11.39826 9.12074 5.69891
H 13.18329 7.61140 6.43124
H 13.93172 7.62181 8.91909
H 12.17994 8.38218 10.63545
H 7.42664 13.35641 11.38553
H 6.86957 15.74954 11.43314
H 8.76629 17.47052 10.88271
H 13.81430 18.45420 11.01927
H 11.88702 19.22077 8.91418
H 12.08090 19.86558 10.59406
H 13.61542 16.03904 8.41417
H 15.42192 16.10935 6.58630
H 16.64537 18.08472 6.07071
H 16.25496 20.20490 7.36588
H 14.62692 20.10162 9.29332
C 15.02146 8.42031 11.95804
C 14.98850 8.34943 13.31356
C 14.83368 9.52599 14.07061
C 14.69952 10.75088 13.41074
N 14.71111 10.82023 12.08059
C 14.81673 9.69082 11.37775
C 14.48974 11.95561 14.22251
C 14.09410 11.88130 15.59726
C 14.04637 13.04682 16.33205
C 14.19915 14.26910 15.74202
C 14.47422 14.25336 14.41156
N 14.62866 13.14642 13.62194
H 15.24164 7.50402 11.34012
H 15.12659 7.38868 13.82855
H 14.98168 9.50107 15.12537
H 14.78408 9.75213 10.30683
H 13.69602 10.95503 16.04483
H 13.89885 12.94348 17.41016
H 14.10057 15.27803 16.17688
H 14.72741 15.15921 13.87451
O 13.28436 12.27871 6.50122
C 13.56139 13.15825 7.15261
C 18.59858 9.00911 7.67333
Si 16.81236 8.68405 7.32759
C 16.71548 8.30535 5.35365
C 16.53671 7.11597 8.19882
C 15.98881 10.19315 8.01658
H 19.33686 8.41304 7.18967
H 18.78901 8.98580 8.78640
H 18.68817 9.99459 7.29891
H 17.65225 7.75549 5.15760
H 16.81739 9.27056 4.80632
H 15.88015 7.75459 4.97325
H 17.43516 6.46441 8.01223
H 15.65031 6.56198 7.91140
H 16.47290 7.23845 9.29416
H 14.90674 10.32997 8.03813
H 16.54096 11.01870 8.41591
C 20.44715 15.61277 9.45485
C 19.10217 14.94357 9.57559
C 18.06531 15.15495 8.65829
C 16.88706 14.38036 8.81386
N 16.70301 13.45444 9.76706
C 17.75533 13.24633 10.59663
C 18.92029 13.98992 10.55272
H 20.69063 16.04819 10.45067
H 20.47887 16.31038 8.59660
H 21.20564 14.82408 9.38215
H 18.19911 15.81642 7.80426
H 15.96911 14.62171 8.22030
H 17.66612 12.49820 11.37379
H 19.70332 13.78937 11.25802
*
```

Calculated values
Molar mass = 866.9 g mol⁻¹
E = -2567.4158 Ha
E_HOMO (alpha / beta) = -3.70 / -3.70 eV
Maximum force = 0.070 hartree/bohr
Gap between HOMO and LUMO (alpha / beta) = 3.0 / 3.0 eV

Here are the Mulliken charges for atoms 1 to 6, given in e: 0.95 -0.41 -0.44 0.07 -0.17 0.32

Record 2
Below is a 2-piece molecular cluster, C5H13N3 overall at a distorted geometry, with properties calculated with the ωB97M-V functional and the def2-TZVPD basis.

ORCA input file:
```
! RIJCOSX wB97M-V def2-TZVPD def2/J DEFGRID3
* xyz 0 1
H 2.45030 -0.99872 -0.52467
N 1.52414 -0.62156 -0.71696
C 0.57084 -1.29233 -0.19197
N 0.73854 -2.41891 0.58010
C -0.82041 -0.78085 -0.27893
C -1.08405 0.09968 -1.48489
C -1.12058 0.05599 1.14218
H 1.64352 -2.85829 0.60331
H -0.05059 -3.00869 0.77948
H -1.52024 -1.62242 -0.27356
H -2.10185 0.48966 -1.46364
H -0.38858 0.93272 -1.51671
H -0.94976 -0.47438 -2.40093
H -2.15539 0.38265 1.05264
H -0.54496 0.90288 1.49672
H -1.02313 -0.68969 1.93249
C 1.17083 2.17696 0.52331
N 0.51151 3.16625 0.10780
H 1.48420 1.29268 -0.08150
H 1.52944 2.21734 1.54946
H 0.13620 3.04903 -0.83373
*
```

Calculated values
Molar mass = 115.2 g mol⁻¹
E = -362.5337 Ha
E_HOMO = -8.93 eV
SMILES = [H]/N=C(\N)C(C)C.C=N
Maximum force = 0.053 hartree/bohr
Gap between HOMO and LUMO = 9.7 eV

Here are the natural (NBO) charges for atoms 1 to 6, given in e: 0.33 -0.75 0.46 -0.83 -0.26 -0.60

Record 3
Below is C22H26As2Br4NO16P2Tl as an isolated structure, with properties calculated with the ωB97M-V functional and the def2-TZVPD basis.

ORCA input file:
```
! RIJCOSX wB97M-V def2-TZVPD def2/J DEFGRID3
* xyz 0 1
Tl 0.15757 -0.64702 -0.03696
Br -7.65150 -1.09293 -0.53568
C -5.92479 -0.62687 0.00125
C -5.74135 0.65744 0.74320
Br -7.24400 1.73008 1.02808
C -4.54076 1.04151 1.20313
Br -4.25404 2.60998 2.17706
C -3.33496 0.20699 0.98470
O -2.25652 0.48942 1.42736
C -3.51490 -1.08649 0.14620
O -2.56065 -1.76199 -0.13126
C -4.89083 -1.43780 -0.27282
Br -5.04692 -3.05418 -1.19902
N 3.88906 -2.72562 -2.60019
C 3.28902 -2.31754 -1.26308
C 4.19393 -2.86903 -0.15321
P 3.35570 -0.48433 -1.15512
O 2.22365 -0.10489 -2.28426
O 4.69223 -0.07569 -1.66009
O 2.83325 -0.13033 0.19927
P 1.71872 -3.31369 -1.18495
O 0.74803 -2.52072 -2.24058
O 2.13955 -4.60023 -1.83708
O 1.12567 -3.21768 0.17345
H 4.90167 -2.62102 -2.58470
H 3.51750 -2.12657 -3.33738
H 3.55068 -3.70246 -2.72297
H 5.17324 -2.38616 -0.18167
H 4.30586 -3.95136 -0.24041
H 3.73167 -2.64827 0.80524
H 2.30848 0.82963 -2.50816
H 0.13543 -3.15786 -2.62567
C 1.70616 1.55755 4.31487
O 1.35669 1.91794 2.97369
C 0.44926 2.89787 2.85662
O -0.08359 3.41991 3.80283
C 0.06459 3.06639 1.42491
C -0.94142 3.87846 1.07286
As -0.76732 5.83131 1.32691
C 0.58492 6.05479 2.72549
C 0.60152 5.66722 -0.17214
C 1.14654 4.58377 -0.73318
As 1.26569 2.63705 -0.08316
C 2.94044 3.00560 0.86865
C 1.84995 4.70631 -2.05353
O 1.49000 5.37823 -2.98393
O 2.90430 3.87365 -2.11112
C 3.62305 3.85553 -3.35082
C 0.90271 7.05256 -0.66561
O 0.07784 7.93120 -0.72119
O 2.19376 7.23180 -0.95888
C 2.51327 8.51659 -1.50665
C -1.64980 3.57094 -0.22043
O -1.63254 2.50312 -0.78868
O -2.39086 4.60181 -0.63526
C -3.09681 4.40627 -1.86578
H 2.51738 0.84288 4.22356
H 0.85136 1.10375 4.81422
H 2.02093 2.43374 4.87694
H 0.12570 5.90041 3.69756
H 0.91454 7.09168 2.64285
H 1.44083 5.39424 2.61778
H 2.82896 3.78381 1.62098
H 3.65399 3.32448 0.11107
H 3.28569 2.07289 1.30843
H 4.43491 3.14924 -3.20555
H 4.00814 4.84793 -3.57655
H 2.96979 3.53820 -4.16168
H 3.55831 8.46054 -1.79362
H 2.36073 9.29455 -0.76079
H 1.88829 8.72350 -2.37260
H -3.44707 5.38944 -2.16123
H -3.93768 3.73167 -1.70635
H -2.43505 3.98834 -2.62039
*
```

Calculated values
Molar mass = 1296.2 g mol⁻¹
E = -17735.4530 Ha
E_HOMO = -8.15 eV
Maximum force = 0.013 hartree/bohr
Gap between HOMO and LUMO = 5.5 eV

Here are the Mulliken charges for atoms 1 to 6, given in e: 1.23 -0.11 0.40 0.17 -0.10 -0.09

Record 4
Below is a 2-piece molecular cluster, C2H8N2O2 overall at a distorted geometry, with properties calculated with the ωB97M-V functional and the def2-TZVPD basis.

ORCA input file:
```
! RIJCOSX wB97M-V def2-TZVPD def2/J DEFGRID3
* xyz 0 1
N -0.11366 -1.06902 0.95632
C -0.54577 -0.85017 -0.40871
N -0.25935 0.54086 -0.77749
C -1.28319 1.39459 -0.98296
O -2.47173 1.15146 -0.89914
H -0.01196 -2.04436 1.21115
H -0.55588 -0.52335 1.67623
H -1.61765 -0.92965 -0.54682
H -0.00111 -1.54702 -1.03448
H 0.65293 0.82526 -0.44456
H -0.98761 2.42130 -1.27568
O 2.53603 0.41653 0.53525
H 2.02826 -0.40040 0.53112
H 2.63069 0.61397 1.45977
*
```

Calculated values
Molar mass = 92.1 g mol⁻¹
E = -341.0002 Ha
E_HOMO = -9.55 eV
SMILES = NCNC=O.O
Maximum force = 0.030 hartree/bohr
Gap between HOMO and LUMO = 10.3 eV

Here are the natural (NBO) charges for atoms 1 to 6, given in e: -0.89 -0.06 -0.64 0.53 -0.62 0.37

Record 5
Below is a 2-piece molecular cluster, C10H11N2O overall at a distorted geometry, with properties calculated with the ωB97M-V functional and the def2-TZVPD basis.

ORCA input file:
```
! RIJCOSX wB97M-V def2-TZVPD def2/J DEFGRID3
* xyz 1 1
O -2.22682 3.28722 -3.23298
C -1.21051 2.95110 -2.42814
C -1.06511 1.69808 -1.86950
C 0.07449 1.53979 -1.08253
N 1.01624 2.39787 -0.80913
N 0.82004 3.59039 -1.33440
C -0.21819 3.85884 -2.09081
H -3.05135 3.27450 -2.72688
H -1.78856 0.91466 -2.04048
H 0.20204 0.54876 -0.63602
H 1.51790 4.30322 -1.14663
H -0.29957 4.86870 -2.47945
C -0.04611 -3.98256 2.19093
C 1.33416 -3.83553 2.17020
C 1.90005 -2.62444 1.79833
C 1.08525 -1.55508 1.45318
C -0.29602 -1.70356 1.47912
C -0.86265 -2.91647 1.84325
H -0.48536 -4.92851 2.47888
H 1.97010 -4.66667 2.44494
H 2.97639 -2.51338 1.77886
H 1.52873 -0.60754 1.16775
H -0.93629 -0.86865 1.21408
H -1.93882 -3.03073 1.85743
*
```

Calculated values
Molar mass = 175.2 g mol⁻¹
E = -572.1094 Ha
E_HOMO = -11.62 eV
Maximum force = 0.050 hartree/bohr
Gap between HOMO and LUMO = 6.1 eV

Here are the natural (NBO) charges for atoms 1 to 6, given in e: -0.64 0.31 -0.16 0.03 -0.13 -0.21

Record 6
Below is a 3-piece molecular cluster, C4H11NO2 overall at a distorted geometry, with properties calculated with the ωB97M-V functional and the def2-TZVPD basis.

ORCA input file:
```
! RIJCOSX wB97M-V def2-TZVPD def2/J DEFGRID3
* xyz 0 1
C -2.03094 0.14858 0.27743
N -2.57291 0.25210 -0.85636
C -2.66861 1.53855 -1.47118
C -3.84225 2.13513 -1.67338
C -1.40510 1.90813 -2.19642
H -1.88095 -0.88537 0.58889
H -1.70683 0.91637 0.97497
H -4.80145 1.74004 -1.37432
H -3.83764 3.08558 -2.19166
H -1.59601 2.23356 -3.22006
H -0.77386 1.02648 -2.26067
H -0.87061 2.76625 -1.77603
O 3.25025 -2.71509 3.96374
H 3.31283 -3.28961 4.75077
H 3.01085 -3.42597 3.34970
O 6.20784 -2.04543 0.50663
H 5.93843 -1.28547 -0.01043
H 5.44303 -2.18863 1.06448
*
```

Calculated values
Molar mass = 105.1 g mol⁻¹
E = -364.1724 Ha
E_HOMO = -8.78 eV
SMILES = C=NC(=C)C.O.O
Maximum force = 0.029 hartree/bohr
Gap between HOMO and LUMO = 9.4 eV

Here are the natural (NBO) charges for atoms 1 to 6, given in e: -0.04 -0.39 0.13 -0.45 -0.66 0.17